(1)
An isolated molecule of C4H4N2O, computed with ωB97M-V with the def2-TZVPD basis set.

The net charge is 0. Its frontier orbital gap (spin up / spin down) is 0.3006 / 0.3006 Ha. Its HOMO energy (spin up / spin down) is -8.695 / -8.695 eV.

Atoms and positions in Å:
N 0.937 0.377 -0.536
C 1.433 -0.834 -0.283
C 0.215 -1.554 0.219
C -0.849 -0.749 0.306
C -0.438 0.620 -0.176
N -0.636 1.630 0.938
O 0.392 2.011 1.419
H 1.576 1.129 -0.751
H 0.227 -2.603 0.493
H -1.854 -1.002 0.626
H -1.099 0.987 -0.974

These are the natural (NBO) partial charges, in e, on atoms 1 to 6:
1. N -0.577
2. C 0.085
3. C -0.287
4. C -0.173
5. C -0.072
6. N 0.175

***

(2)
An isolated molecule of C4H4N2O, computed with ωB97M-V with the def2-TZVPD basis set.

The net charge is 0. Its frontier orbital gap is 0.3531 Ha. Its structure (SMILES) is C=Cc1conn1. Its HOMO energy is -9.328 eV.

Atoms and positions in Å:
C -1.809 0.038 0.778
C -0.999 0.176 -0.352
C 0.435 0.040 -0.443
C 1.313 -0.256 0.489
O 2.522 -0.320 -0.126
N 2.305 0.086 -1.479
N 1.061 0.180 -1.657
H -2.893 0.209 0.633
H -1.605 -0.109 1.866
H -1.552 0.589 -1.226
H 1.222 -0.633 1.518

These are the natural (NBO) partial charges, in e, on atoms 1 to 6:
1. C -0.378
2. C -0.212
3. C -0.056
4. C 0.127
5. O -0.297
6. N 0.120

***

(3)
An isolated molecule of C4H4N2O, computed with ωB97M-V with the def2-TZVPD basis set.

The net charge is 0. Its frontier orbital gap is 0.3457 Ha. Its structure (SMILES) is Oc1ccncn1. Its HOMO energy is -8.969 eV.

Atoms and positions in Å:
O 2.169 0.239 0.188
C 0.863 0.021 -0.012
C 0.012 1.281 -0.135
C -1.358 1.057 -0.098
N -1.639 -0.229 0.303
C -0.875 -1.235 -0.051
N 0.355 -1.203 -0.208
H 2.602 -0.695 -0.230
H 0.360 2.289 -0.001
H -1.888 1.942 -0.210
H -1.294 -2.167 0.046

These are the natural (NBO) partial charges, in e, on atoms 1 to 6:
1. O -0.639
2. C 0.560
3. C -0.351
4. C 0.077
5. N -0.491
6. C 0.268

***

ΔE to the lowest compared entry with this formula, charge and spin (computed, kcal/mol): 114.35; 72.05; 52.70
Max |F| (computed, Eh/bohr): 0.0164; 0.0775; 0.1476